1.
Entry from OMol25: C6H10O2 as an isolated structure at a distorted geometry (ωB97M-V with the def2-TZVPD basis set).

Atoms and positions in Å:
C1 1.106 0.177 0.476
C2 0.016 1.268 -0.060
C3 -1.278 0.759 0.257
C4 -1.234 -0.884 -0.117
C5 0.289 -0.770 -0.402
C6 1.705 -1.173 -0.062
H1 1.375 0.888 2.382
H2 0.128 1.113 -1.275
H3 0.059 2.384 0.170
H4 -2.003 1.232 -0.374
H5 -1.556 0.697 1.431
H6 -2.095 -0.940 -1.170
H7 -1.721 -1.557 0.802
H8 -0.245 0.286 -2.154
H9 1.790 -1.647 0.831
H10 2.553 -1.092 -0.727
O1 0.753 -0.018 1.874
O2 0.358 -0.720 -1.882

Cartesian forces (eV/Å) of the 6 atoms listed first:
C -3.092 1.729 -0.155
C 4.136 2.293 -2.884
C -3.442 -3.843 3.543
C -2.915 1.140 0.588
C 0.273 -5.147 -3.282
C -1.247 2.805 -0.917

Summary:
LUMO level, eV: 0.48
Net charge: 0
HOMO, Eh: -0.317
Frontier orbital gap, Eh: 0.335

2.
Entry from OMol25: one molecule with the formula C6H10O2 at a distorted geometry (ωB97M-V with the def2-TZVPD basis set).

Atoms and positions in Å:
C1 -2.204 0.605 -1.191
C2 -1.559 -0.057 -0.056
C3 -1.453 -1.038 0.851
C4 -0.505 0.082 0.918
C5 1.005 -0.097 0.064
C6 2.147 0.332 0.974
O1 1.160 -1.460 -0.204
O2 1.027 0.634 -1.145
H1 -2.357 1.662 -0.975
H2 -3.169 0.138 -1.396
H3 -1.566 0.531 -2.071
H4 -1.575 -2.060 1.141
H5 -0.400 0.821 1.702
H6 2.103 1.407 1.133
H7 3.107 0.083 0.517
H8 2.075 -0.183 1.928
H9 0.328 -1.807 -0.564
H10 1.835 0.406 -1.627

Cartesian forces (eV/Å) of the 6 atoms listed first:
C -0.389 -0.143 -0.177
C -1.335 -1.589 1.972
C 0.075 1.279 -2.103
C 3.981 0.670 -2.279
C -1.010 -0.208 2.242
C -0.156 -0.199 -0.272

Summary:
LUMO level, eV: 0.87
Net charge: 0
HOMO, Eh: -0.317
Frontier orbital gap, Eh: 0.349

3.
Entry from OMol25: one molecule with the formula C6H10O2 at a distorted geometry (ωB97M-V with the def2-TZVPD basis set).

Atoms and positions in Å:
C1 -0.792 1.354 -1.748
C2 -1.000 0.249 -1.073
C3 -0.328 -1.374 -1.013
C4 -0.771 -0.515 0.102
O1 -1.855 -0.978 0.902
C5 0.488 0.038 1.170
C6 1.696 0.715 0.591
O2 0.845 -1.091 1.879
H1 -1.240 1.548 -2.718
H2 -0.152 2.184 -1.448
H3 0.690 -1.365 -1.373
H4 -0.910 -2.256 -1.246
H5 -2.613 -0.402 0.692
H6 -0.122 0.733 1.754
H7 2.265 0.029 -0.039
H8 1.436 1.619 0.038
H9 2.353 1.051 1.402
H10 0.011 -1.541 2.128

Cartesian forces (eV/Å) of the 6 atoms listed first:
C -0.063 1.071 -0.726
C 0.542 -3.013 -0.357
C -2.401 0.955 -1.253
C 4.220 2.001 3.143
O 0.184 0.794 -0.981
C -3.318 -0.640 -1.703

Summary:
LUMO level, eV: -0.01
Net charge: 0
HOMO, Eh: -0.291
Frontier orbital gap, Eh: 0.290

4.
Entry from OMol25: one molecule with the formula C6H10O2 at a distorted geometry (ωB97M-V with the def2-TZVPD basis set).

Atoms and positions in Å:
O1 -2.100 -1.610 -0.389
C1 -0.796 -1.389 -0.486
C2 -0.300 -0.156 0.559
C3 -0.426 1.288 0.050
C4 0.441 1.058 -1.394
O2 1.615 0.255 -0.771
C5 1.289 0.198 0.555
C6 0.980 -0.717 1.644
H1 -2.311 -1.253 0.548
H2 -0.230 -2.307 -0.066
H3 -0.325 -1.123 -1.629
H4 -1.607 1.451 -0.198
H5 0.016 2.178 0.496
H6 -0.282 0.495 -2.233
H7 0.760 2.187 -1.811
H8 1.398 1.155 1.028
H9 0.838 -1.698 1.630
H10 1.040 -0.014 2.467

Cartesian forces (eV/Å) of the 6 atoms listed first:
O -3.174 1.185 2.122
C 6.630 1.391 -0.056
C 1.852 -0.238 1.296
C -4.229 -0.947 -3.978
C -1.135 2.250 0.558
O -0.521 0.460 -2.642

Summary:
LUMO level, eV: 0.80
Net charge: 0
HOMO, Eh: -0.296
Frontier orbital gap, Eh: 0.326

5.
Entry from OMol25: one molecule with the formula C6H10O2 at a distorted geometry (ωB97M-V with the def2-TZVPD basis set).

Atoms and positions in Å:
C1 2.635 -0.578 -0.855
C2 1.861 -0.215 0.130
C3 1.293 -0.271 1.335
O1 0.006 -0.199 1.611
C4 -1.043 0.271 0.360
C5 -1.573 -1.059 -0.142
C6 -0.638 1.186 -0.787
O2 -2.013 0.880 1.122
H1 2.938 -1.608 -1.015
H2 3.013 0.142 -1.570
H3 1.917 -0.275 2.230
H4 -2.556 -0.895 -0.574
H5 -0.861 -1.488 -0.837
H6 -1.704 -1.738 0.691
H7 -0.321 2.164 -0.420
H8 -1.497 1.318 -1.449
H9 0.126 0.750 -1.426
H10 -1.585 1.615 1.596

Cartesian forces (eV/Å) of the 6 atoms listed first:
C 0.021 0.298 -0.310
C 0.290 -0.780 1.429
C 1.222 0.399 -1.315
O -2.299 1.334 -2.131
C -0.352 -1.364 1.408
C 0.180 0.288 0.534

Summary:
LUMO level, eV: 0.78
Net charge: 0
HOMO, Eh: -0.302
Frontier orbital gap, Eh: 0.331

6.
Entry from OMol25: a 2-piece molecular cluster, C6H10O2P overall at a distorted geometry (ωB97M-V with the def2-TZVPD basis set).

Atoms and positions in Å:
C1 2.589 -0.124 -0.327
C2 -0.779 0.902 0.512
C3 2.406 -1.127 -0.992
C4 -2.045 0.524 0.735
C5 2.487 -2.287 -1.870
C6 -3.144 -0.072 -0.200
O1 -0.756 1.706 3.083
O2 1.039 2.530 1.516
P1 0.168 1.202 2.020
H1 2.561 0.862 0.162
H2 -0.170 0.491 -0.339
H3 -2.361 0.788 1.762
H4 2.071 -2.218 -2.953
H5 1.896 -3.041 -1.366
H6 3.555 -2.614 -1.831
H7 -3.494 -1.131 0.099
H8 -2.619 -0.260 -1.103
H9 -4.076 0.469 -0.561
H10 0.670 3.400 1.652

Cartesian forces (eV/Å) of the 6 atoms listed first:
C -0.691 -0.155 -0.676
C -0.520 -1.877 -1.065
C 0.793 2.153 0.162
C -2.002 0.900 0.283
C -0.056 -0.561 -0.565
C 0.139 -1.289 0.253

Summary:
LUMO level, eV: 3.24
Net charge: -1
HOMO, Eh: -0.086
Frontier orbital gap, Eh: 0.205

7.
Entry from OMol25: C6H10O3 as an isolated structure at a distorted geometry (ωB97M-V with the def2-TZVPD basis set).

Atoms and positions in Å:
C1 -1.108 -0.690 0.639
C2 -0.077 -0.533 -0.550
C3 0.938 -1.894 -0.519
C4 1.405 -0.619 -0.151
C5 1.187 1.318 0.292
C6 0.171 1.004 -0.727
H1 -2.953 -0.515 0.914
H2 -0.864 0.251 1.099
H3 -1.048 -1.568 1.261
H4 1.465 -2.303 -1.430
H5 0.359 -2.619 0.151
H6 2.122 -0.087 -0.830
H7 1.971 2.026 -0.166
H8 0.591 2.125 0.790
H9 0.256 1.135 -1.851
H10 -1.664 1.033 -0.317
O1 -2.416 -0.689 -0.004
O2 1.570 0.028 1.057
O3 -1.070 1.788 -0.243

Cartesian forces (eV/Å) of the 6 atoms listed first:
C 1.816 0.058 -2.591
C 0.521 -1.478 0.993
C -1.201 -1.532 -1.585
C 0.913 -1.137 1.090
C 0.850 4.326 1.723
C -3.872 -0.358 -2.601

Summary:
LUMO level, eV: 0.73
Net charge: 0
HOMO, Eh: -0.308
Frontier orbital gap, Eh: 0.335

8.
Entry from OMol25: one molecule with the formula C6H10O3S at a distorted geometry (ωB97M-V with the def2-TZVPD basis set).

Atoms and positions in Å:
C1 1.471 1.029 -0.751
C2 0.115 1.758 1.295
C3 -0.300 -1.017 1.765
C4 0.111 1.519 -0.214
C5 -0.132 -0.597 -0.890
C6 -0.630 -1.738 -1.710
O1 0.442 0.502 3.637
O2 1.181 -0.403 -1.024
O3 -0.778 0.570 -0.667
S1 0.869 0.175 2.276
H1 1.715 1.487 -1.760
H2 2.301 1.011 -0.092
H3 0.718 2.641 1.635
H4 -0.837 2.043 1.814
H5 -1.406 -0.779 1.550
H6 -0.057 -2.019 2.159
H7 -0.303 2.348 -0.619
H8 -1.713 -1.910 -1.464
H9 0.011 -2.734 -1.518
H10 -0.624 -1.521 -2.775

Cartesian forces (eV/Å) of the 6 atoms listed first:
C -1.045 -0.598 -2.294
C 0.627 -1.068 1.670
C -1.070 -0.247 -2.583
C 1.930 -0.404 2.408
C 1.149 0.004 1.743
C -0.885 -2.045 1.221

Summary:
LUMO level (alpha / beta), eV: 0.53 / -0.02
Net charge: 0
HOMO (alpha / beta), Eh: -0.279 / -0.253
Frontier orbital gap (alpha / beta), Eh: 0.298 / 0.252

9.
Entry from OMol25: one molecule with the formula C6H10O4 at a distorted geometry (ωB97M-V with the def2-TZVPD basis set).

Atoms and positions in Å:
O1 2.016 0.298 -0.287
C1 0.743 0.853 -0.381
C2 0.071 0.675 1.018
O2 -1.176 1.197 1.109
C3 -0.077 -0.890 1.248
O3 1.166 -1.484 1.593
C4 -0.632 -1.530 0.041
C5 -0.722 -1.084 -1.250
C6 -0.264 0.311 -1.542
O4 -1.334 1.248 -1.620
H1 1.992 -0.525 0.203
H2 1.000 1.881 -0.553
H3 0.642 1.093 1.854
H4 -1.511 1.411 0.167
H5 -0.776 -1.100 2.061
H6 1.700 -0.772 1.920
H7 -1.180 -2.559 0.106
H8 -1.074 -1.674 -2.046
H9 0.395 0.394 -2.527
H10 -1.269 1.781 -2.346

Cartesian forces (eV/Å) of the 6 atoms listed first:
O 0.797 -0.353 -0.963
C -0.996 -0.296 0.937
C 0.483 -1.915 -0.532
O -2.608 1.615 -2.033
C -0.188 1.201 0.204
O 0.160 -0.752 -0.386

Summary:
LUMO level, eV: 0.50
Net charge: 0
HOMO, Eh: -0.355
Frontier orbital gap, Eh: 0.373

10.
Entry from OMol25: one molecule with the formula C6H10O4 at a distorted geometry (ωB97M-V with the def2-TZVPD basis set).

Atoms and positions in Å:
O1 0.719 1.927 -0.637
C1 0.755 0.569 -0.756
C2 -0.645 0.086 -1.004
O2 -0.632 -1.301 -1.313
C3 -1.539 0.388 0.170
O3 -2.718 -0.382 0.060
C4 -0.841 0.267 1.487
C5 0.391 -0.216 1.570
C6 1.427 -0.185 0.406
O4 1.714 -1.578 0.121
H1 1.625 2.269 -0.530
H2 1.349 0.272 -1.655
H3 -1.026 0.553 -1.864
H4 -0.112 -1.868 -0.805
H5 -1.739 1.406 -0.004
H6 -2.479 -1.312 -0.136
H7 -1.331 0.799 2.285
H8 0.722 -0.599 2.553
H9 2.358 0.407 0.857
H10 2.001 -1.499 -0.804

Cartesian forces (eV/Å) of the 6 atoms listed first:
O 0.622 1.790 0.564
C 1.644 -1.962 -1.313
C 0.987 -1.905 1.091
O -2.018 0.981 -2.224
C 0.572 -0.355 -0.575
O -0.219 -0.122 0.451

Summary:
LUMO level, eV: 0.45
Net charge: 0
HOMO, Eh: -0.348
Frontier orbital gap, Eh: 0.364

11.
Entry from OMol25: C6H10O5Pr as an isolated structure at a distorted geometry (ωB97M-V with the def2-TZVPD basis set).

Atoms and positions in Å:
O1 4.108 -0.949 -0.622
C1 3.266 -0.260 -0.155
C2 2.985 -0.079 1.335
O2 1.695 0.341 1.639
C3 0.829 -0.681 2.075
C4 -0.477 -0.088 2.542
O3 -1.072 0.768 1.551
C5 -0.996 2.172 1.839
H1 3.238 -1.036 1.827
H2 3.685 0.690 1.696
H3 1.274 -1.236 2.919
H4 0.643 -1.405 1.261
H5 -1.190 -0.897 2.745
H6 -0.339 0.497 3.459
H7 -1.461 2.709 1.005
H8 -1.551 2.381 2.762
H9 0.054 2.470 1.933
O4 -0.449 -1.355 -1.645
C6 0.254 -0.400 -2.082
O5 -0.257 0.754 -2.097
Pr1 -1.977 0.115 -0.583
H10 1.432 -0.515 -2.094

Cartesian forces (eV/Å) of the 6 atoms listed first:
O -1.258 1.298 0.556
C 0.983 -1.495 -0.664
C 0.945 -0.117 0.542
O -0.884 0.356 0.090
C 0.261 -0.329 -0.205
C 0.366 -0.507 0.923

Summary:
LUMO level (alpha / beta), eV: -11.14 / -9.23
Net charge: +2
2S+1: 4
HOMO (alpha / beta), Eh: -0.515 / -0.644
Frontier orbital gap (alpha / beta), Eh: 0.106 / 0.305

12.
Entry from OMol25: one molecule with the formula C6H10O8S at a distorted geometry (ωB97M-V with the def2-TZVPD basis set).

Atoms and positions in Å:
C1 2.726 -0.027 -0.390
C2 -0.902 -1.004 -0.425
C3 0.503 -1.165 -1.028
C4 -0.743 0.325 0.453
C5 1.282 -0.573 0.160
C6 -1.429 1.666 0.248
O1 3.882 1.889 -1.347
O2 1.357 2.157 -1.369
O3 0.666 0.534 0.548
O4 3.773 -0.450 -0.039
O5 -1.329 -2.057 0.313
O6 0.663 -0.491 -2.249
O7 1.280 -1.547 1.142
O8 -0.822 2.561 1.059
S1 2.420 1.210 -1.705
H1 -1.596 -0.962 -1.236
H2 0.760 -2.285 -1.180
H3 -1.094 0.096 1.453
H4 -2.412 1.435 0.683
H5 -1.599 2.054 -0.776
H6 4.578 1.440 -1.589
H7 -0.839 -2.002 1.210
H8 -0.051 0.046 -2.466
H9 1.864 -1.196 1.904
H10 0.082 2.508 0.768

Cartesian forces (eV/Å) of the 6 atoms listed first:
C -3.269 -1.649 2.008
C 0.439 1.988 -0.528
C -0.345 -2.350 0.559
C -0.369 -0.796 -0.228
C 3.254 -0.786 -2.412
C -2.222 -1.560 -1.123

Summary:
LUMO level, eV: -0.08
Net charge: 0
HOMO, Eh: -0.339
Frontier orbital gap, Eh: 0.337